# 1
Formula: C12H24F5KO7Te2
Source: OMol25
Level of theory: wB97M-V/def2-TZVPD

## Properties
ΔE to the lowest compared entry with this formula, charge and spin ... 0.644 eV
E_HOMO ... 0.43 eV
E ... -2633.62217 a.u.
Maximum force ... 0.87 eV/A

Geometry as ORCA input:
```
! RIJCOSX wB97M-V def2-TZVPD def2/J DEFGRID3
* xyz -2 1
K 0.527 -0.272 1.691
C -2.865 0.648 1.768
C -2.218 1.490 0.685
O -1.296 2.358 1.332
C -0.466 3.123 0.466
C 0.971 2.650 0.460
O 1.050 1.451 -0.271
C 2.407 1.030 -0.495
C 2.448 -0.420 -0.930
O 1.393 -0.817 -1.814
C 1.263 -0.189 -3.046
C 0.182 0.893 -3.067
O -1.022 0.575 -2.389
C -1.681 -0.621 -2.738
C -1.296 -1.827 -1.885
O -1.386 -1.570 -0.498
C -2.651 -1.765 0.073
C -2.512 -1.721 1.582
O -2.082 -0.480 2.110
H -3.879 0.339 1.490
H -2.939 1.265 2.667
H -2.985 2.080 0.160
H -1.702 0.863 -0.049
H -0.489 4.156 0.828
H -0.860 3.098 -0.556
H 1.328 2.508 1.489
H 1.593 3.431 -0.007
H 3.025 1.052 0.419
H 2.850 1.701 -1.250
H 2.369 -1.097 -0.083
H 3.428 -0.617 -1.372
H 1.006 -0.967 -3.778
H 2.204 0.268 -3.384
H -0.036 1.133 -4.122
H 0.543 1.789 -2.567
H -1.517 -0.876 -3.795
H -2.749 -0.412 -2.614
H -0.266 -2.124 -2.060
H -1.961 -2.660 -2.160
H -3.050 -2.754 -0.195
H -3.374 -1.013 -0.281
H -1.746 -2.442 1.879
H -3.473 -2.013 2.029
Te 2.980 -3.779 0.979
F 1.157 -1.099 4.104
Te 2.971 -1.262 3.368
F 2.939 -2.881 4.499
F 3.432 -0.351 5.133
F 2.336 0.688 2.903
F 4.211 -0.259 1.333
O 1.884 -2.304 1.960
*
```

***

# 2
Formula: C6H10BrCl
Source: OMol25
Level of theory: wB97M-V/def2-TZVPD

## Properties
ΔE to the lowest compared entry with this formula, charge and spin ... 0.703 eV
E_HOMO ... -8.84 eV
SMILES ... C/C(Cl)=C(/C)CCBr
E ... -3268.76666 a.u.
Maximum force ... 5.12 eV/A

Geometry as ORCA input:
```
! RIJCOSX wB97M-V def2-TZVPD def2/J DEFGRID3
* xyz 0 1
C -2.152 -0.540 -1.238
C -1.103 0.490 -1.004
Cl -1.420 1.824 -2.053
C 0.011 0.416 -0.284
C 0.877 1.676 -0.161
C 0.382 -0.816 0.634
C 1.641 -0.679 1.623
Br 1.771 -2.482 2.375
H -2.737 -0.833 -0.364
H -1.684 -1.527 -1.318
H -2.713 -0.359 -2.075
H 0.925 2.010 0.901
H 0.443 2.453 -0.776
H 1.845 1.438 -0.582
H 0.429 -1.633 -0.216
H -0.622 -1.008 1.133
H 1.469 0.016 2.356
H 2.638 -0.448 1.049
*
```

***

# 3
Formula: C50H103InN2O18PS
Source: OMol25
Level of theory: wB97M-V/def2-TZVPD

## Properties
E_HOMO ... -3.78 eV
E ... -4360.31415 a.u.
Maximum force ... 1.89 eV/A

Geometry as ORCA input:
```
! RIJCOSX wB97M-V def2-TZVPD def2/J DEFGRID3
* xyz -1 1
N -1.185 -1.154 -3.071
P 0.308 -1.613 -2.699
In 0.961 -0.404 -0.559
C 2.748 -1.275 0.423
O 3.559 -2.042 -0.425
O 4.843 -2.318 0.265
N -0.703 -0.689 0.875
C -1.427 0.255 0.787
S -2.392 1.528 0.647
H -1.215 -0.729 -3.983
H 1.220 -1.303 -3.707
H 0.322 -3.017 -2.518
H 1.147 1.312 -0.846
H 2.471 -1.845 1.287
H 3.325 -0.444 0.786
H 4.545 -2.928 0.950
C 0.767 -5.093 2.791
C 2.229 -5.146 2.432
O 2.807 -4.231 1.886
C 2.959 -6.426 2.780
H 0.354 -4.133 2.498
H 0.229 -5.888 2.271
H 0.637 -5.219 3.866
H 2.494 -7.271 2.270
H 2.914 -6.600 3.855
H 3.998 -6.349 2.470
C -1.853 -2.029 5.444
C -0.736 -2.934 5.905
O -0.622 -4.063 5.484
C 0.239 -2.361 6.889
H -2.479 -2.556 4.729
H -2.457 -1.719 6.298
H -1.441 -1.139 4.967
H -0.270 -2.053 7.806
H 0.735 -1.507 6.433
H 0.988 -3.111 7.132
C -2.524 4.508 -1.787
C -3.558 5.340 -1.073
O -3.980 5.068 0.024
C -4.052 6.565 -1.818
H -2.241 3.658 -1.175
H -2.930 4.144 -2.732
H -1.644 5.124 -1.980
H -4.506 6.268 -2.765
H -3.214 7.229 -2.030
H -4.790 7.084 -1.212
C -0.787 -3.887 -7.135
C 0.350 -3.153 -6.465
O 0.360 -2.987 -5.270
C 1.472 -2.645 -7.337
H -1.510 -4.188 -6.385
H -1.279 -3.243 -7.866
H -0.413 -4.779 -7.641
H 1.097 -1.946 -8.087
H 1.947 -3.487 -7.844
H 2.211 -2.150 -6.716
C -4.920 -7.345 -8.476
C -3.998 -6.156 -8.326
O -3.103 -6.153 -7.520
C -4.257 -4.973 -9.231
H -4.627 -8.116 -7.770
H -5.950 -7.048 -8.278
H -4.860 -7.740 -9.491
H -5.262 -4.583 -9.062
H -4.172 -5.274 -10.276
H -3.533 -4.192 -9.022
C -2.200 -7.301 -2.107
C -2.372 -7.413 -3.605
O -3.131 -8.217 -4.093
C -1.547 -6.467 -4.440
H -2.839 -8.026 -1.612
H -1.160 -7.491 -1.834
H -2.465 -6.297 -1.773
H -0.486 -6.634 -4.247
H -1.790 -5.434 -4.185
H -1.752 -6.631 -5.494
C 0.495 7.192 -4.914
C 0.247 7.154 -3.429
O -0.857 7.007 -2.961
C 1.457 7.300 -2.533
H -0.436 7.069 -5.451
H 0.945 8.145 -5.195
H 1.176 6.390 -5.199
H 1.949 8.257 -2.721
H 2.169 6.498 -2.733
H 1.149 7.252 -1.493
C -1.642 6.136 -9.339
C -0.730 7.240 -8.861
O -0.088 7.129 -7.843
C -0.666 8.482 -9.714
H -1.601 5.303 -8.644
H -2.668 6.501 -9.405
H -1.331 5.795 -10.328
H -1.650 8.941 -9.793
H -0.316 8.234 -10.716
H 0.021 9.193 -9.262
C 1.409 4.182 -7.620
C 0.945 2.825 -7.134
O 0.630 1.959 -7.914
C 0.898 2.620 -5.639
H 1.400 4.201 -8.706
H 0.746 4.963 -7.245
H 2.422 4.381 -7.265
H 0.213 3.338 -5.182
H 1.894 2.749 -5.213
H 0.549 1.616 -5.417
C -2.866 -2.661 11.020
C -1.421 -2.846 10.631
O -0.830 -2.037 9.953
C -0.738 -4.094 11.135
H -3.238 -1.731 10.598
H -3.466 -3.490 10.643
H -2.957 -2.625 12.106
H -1.253 -4.982 10.767
H -0.748 -4.112 12.225
H 0.289 -4.113 10.790
C 3.151 -0.118 4.268
C 3.295 0.061 5.750
O 2.341 0.022 6.492
C 4.695 0.283 6.278
H 2.105 -0.274 4.017
H 3.515 0.758 3.741
H 3.729 -0.982 3.933
H 5.122 1.183 5.834
H 5.330 -0.565 6.020
H 4.664 0.394 7.359
C -3.967 12.895 -11.020
C -2.965 11.966 -10.377
O -2.737 10.870 -10.828
C -2.262 12.477 -9.141
H -4.400 12.415 -11.892
H -4.761 13.138 -10.312
H -3.479 13.822 -11.325
H -2.990 12.704 -8.361
H -1.708 13.387 -9.374
H -1.572 11.722 -8.776
C 3.858 -4.325 -2.754
C 3.250 -4.459 -4.128
O 3.537 -3.723 -5.042
C 2.252 -5.580 -4.313
H 4.550 -3.489 -2.737
H 3.096 -4.154 -1.993
H 4.400 -5.243 -2.515
H 1.412 -5.436 -3.632
H 2.723 -6.542 -4.100
H 1.885 -5.577 -5.336
C 3.102 5.288 1.952
C 3.456 3.919 1.414
O 3.816 3.033 2.147
C 3.341 3.736 -0.074
H 3.225 5.297 3.031
H 3.751 6.044 1.507
H 2.066 5.527 1.706
H 4.022 4.433 -0.567
H 2.317 3.926 -0.398
H 3.610 2.722 -0.354
C 2.606 -4.354 14.702
C 2.488 -4.537 13.205
O 1.721 -5.335 12.724
C 3.374 -3.670 12.343
H 1.921 -5.030 15.205
H 3.625 -4.567 15.028
H 2.364 -3.325 14.974
H 4.424 -3.857 12.576
H 3.160 -2.616 12.524
H 3.195 -3.894 11.296
C -2.608 -3.126 16.590
C -2.938 -2.274 15.386
O -3.438 -2.746 14.395
C -2.610 -0.802 15.484
H -2.890 -4.155 16.393
H -1.539 -3.079 16.800
H -3.150 -2.765 17.465
H -1.541 -0.666 15.652
H -3.152 -0.351 16.316
H -2.893 -0.305 14.561
*
```

***

# 4
Formula: C2H6N2OP
Source: OMol25
Level of theory: wB97M-V/def2-TZVPD

## Properties
ΔE to the lowest compared entry with this formula, charge and spin ... 1.331 eV
E_HOMO ... -2.62 eV
SMILES ... [O-]P1CCNN1
E ... -605.84756 a.u.
Maximum force ... 7.27 eV/A

Geometry as ORCA input:
```
! RIJCOSX wB97M-V def2-TZVPD def2/J DEFGRID3
* xyz -1 1
O -1.732 1.800 -0.781
P -1.492 0.669 0.154
C 0.263 0.606 1.038
C 0.789 -0.708 0.449
N 0.431 -0.811 -0.977
N -0.527 0.306 -1.133
H 0.288 0.553 2.128
H 0.871 1.441 0.685
H 1.886 -0.782 0.521
H 0.363 -1.552 1.013
H -0.064 -1.700 -1.117
H -1.073 0.177 -1.979
*
```

***

# 5
Formula: C19H21N3O5S
Source: OMol25
Level of theory: wB97M-V/def2-TZVPD

## Properties
ΔE to the lowest compared entry with this formula, charge and spin ... 0.004 eV
E_HOMO ... -8.53 eV
SMILES ... CC(C)c1ccc(NC(=O)CCNS(=O)(=O)c2ccc3[nH]c(=O)oc3c2)cc1
E ... -1675.33977 a.u.
Maximum force ... 1.20 eV/A

Geometry as ORCA input:
```
! RIJCOSX wB97M-V def2-TZVPD def2/J DEFGRID3
* xyz 0 1
C 4.369 3.781 -0.820
C 3.984 2.463 -0.144
C 4.152 2.570 1.373
C 2.574 2.073 -0.519
C 1.481 2.830 -0.112
C 0.195 2.460 -0.450
C -0.034 1.317 -1.214
N -1.363 0.979 -1.497
C -1.829 -0.191 -1.995
O -1.135 -1.118 -2.360
C -3.349 -0.272 -2.086
C -3.828 -1.560 -1.423
N -3.837 -1.455 0.025
S -3.126 -0.370 1.032
O -3.642 -0.686 2.329
O -3.320 0.967 0.536
C -1.352 -0.661 1.078
C -0.626 0.303 1.757
C 0.753 0.219 1.871
C 1.362 -0.859 1.260
N 2.672 -1.254 1.130
C 2.730 -2.426 0.398
O 3.711 -3.032 0.091
O 1.453 -2.786 0.092
C 0.611 -1.842 0.593
C -0.762 -1.772 0.499
C 1.053 0.571 -1.654
C 2.335 0.951 -1.300
H 3.730 4.591 -0.474
H 5.402 4.035 -0.592
H 4.262 3.697 -1.898
H 4.661 1.683 -0.510
H 5.191 2.774 1.621
H 3.543 3.375 1.775
H 3.858 1.642 1.861
H 1.630 3.720 0.480
H -0.645 3.051 -0.117
H -2.051 1.583 -1.060
H -3.608 -0.319 -3.146
H -3.834 0.587 -1.631
H -4.851 -1.782 -1.746
H -3.172 -2.377 -1.753
H -4.087 -2.293 0.518
H -1.167 1.128 2.191
H 1.322 0.970 2.394
H 3.487 -0.760 1.448
H -1.327 -2.526 -0.020
H 0.894 -0.304 -2.260
H 3.169 0.354 -1.645
*
```

***

# 6
Formula: C3H9N3O
Source: OMol25
Level of theory: wB97M-V/def2-TZVPD

## Properties
ΔE to the lowest compared entry with this formula, charge and spin ... 5.664 eV
E_HOMO (alpha / beta) ... -6.38 / -6.39 eV
E ... -359.03629 a.u.
Maximum force ... 1.61 eV/A

Geometry as ORCA input:
```
! RIJCOSX wB97M-V def2-TZVPD def2/J DEFGRID3
* xyz 0 1
N 0.335 0.113 -0.534
C -0.248 -1.388 -0.291
N -0.330 0.986 -1.460
N -1.585 -1.428 -0.659
O 0.540 -2.302 -0.394
H 1.325 -0.026 -0.754
H 0.152 1.880 -1.434
H -0.253 0.592 -2.392
H -2.146 -0.632 -0.391
H -2.018 -2.312 -0.434
C 0.214 0.589 0.997
C 1.368 1.086 1.570
H 1.304 1.666 2.480
H 2.324 0.623 1.357
H -0.709 1.146 1.128
H -0.274 -0.592 1.212
*
```

***

# 7
Formula: C5H10O
Source: OMol25
Level of theory: wB97M-V/def2-TZVPD

## Properties
ΔE to the lowest compared entry with this formula, charge and spin ... 0.984 eV
E_HOMO ... -9.99 eV
SMILES ... CCC1(O)CC1
E ... -271.71647 a.u.
Maximum force ... 0.32 eV/A

Geometry as ORCA input:
```
! RIJCOSX wB97M-V def2-TZVPD def2/J DEFGRID3
* xyz 0 1
C -1.112 1.696 0.384
C -0.462 0.744 -0.620
C 0.492 -0.241 0.027
O 1.548 0.355 0.737
C -0.038 -1.506 0.623
C 0.804 -1.552 -0.632
H -1.775 2.405 -0.124
H -0.351 2.266 0.926
H -1.708 1.148 1.123
H 0.086 1.325 -1.375
H -1.236 0.181 -1.158
H 2.276 0.454 0.111
H 0.423 -1.844 1.545
H -1.102 -1.712 0.532
H 1.820 -1.922 -0.518
H 0.334 -1.795 -1.581
*
```

***

# 8
Formula: C25H39N13S3Ti
Source: OMol25
Level of theory: wB97M-V/def2-TZVPD

## Properties
ΔE to the lowest compared entry with this formula, charge and spin ... 1.661 eV
E_HOMO (alpha / beta) ... -12.98 / -12.98 eV
E ... -3731.19117 a.u.
Maximum force ... 1.55 eV/A

Geometry as ORCA input:
```
! RIJCOSX wB97M-V def2-TZVPD def2/J DEFGRID3
* xyz 3 2
Ti -0.726 -0.889 1.379
N -2.729 -1.720 1.611
C -3.492 -2.148 0.368
C -2.749 -3.181 -0.454
C -1.617 -2.617 -1.288
N -0.469 -2.115 -0.453
H -2.868 -2.426 2.332
H -3.198 -0.895 1.983
H -3.652 -1.239 -0.215
H -4.464 -2.512 0.694
H -3.472 -3.632 -1.136
H -2.401 -4.000 0.186
H -1.968 -1.770 -1.877
H -1.238 -3.363 -1.985
H 0.201 -1.654 -1.097
H 0.037 -2.947 -0.153
N -0.955 0.647 -1.858
C -1.582 1.277 -0.890
N -2.436 2.234 -1.219
C -3.027 2.901 -0.245
N -3.868 3.873 -0.530
N -2.819 2.650 1.096
C -2.005 1.688 1.351
N -1.328 0.885 0.447
C -1.812 1.407 2.826
C -2.321 2.305 3.748
C -2.187 2.035 5.100
C -1.565 0.857 5.488
C -1.083 0.015 4.513
N -1.173 0.269 3.191
H -1.073 1.030 -2.791
H -0.045 0.183 -1.732
H -4.047 4.111 -1.494
H -4.313 4.402 0.202
H -2.816 3.194 3.390
H -2.569 2.728 5.838
H -1.451 0.594 6.530
H -0.592 -0.907 4.797
N 4.530 -3.669 0.764
C 3.689 -2.948 1.803
C 3.544 -1.505 1.352
C 2.533 -0.724 2.220
N 1.348 -0.316 1.393
C 2.100 -1.550 3.422
C 1.492 -2.895 3.040
N 0.081 -2.703 2.549
C 2.333 -3.628 1.961
H 5.478 -3.282 0.731
H 4.138 -3.557 -0.177
H 4.622 -4.672 0.949
H 4.260 -3.040 2.727
H 3.209 -1.488 0.310
H 4.510 -0.996 1.354
H 3.011 0.190 2.568
H 1.653 0.032 0.439
H 0.929 0.483 1.881
H 1.417 -0.986 4.059
H 2.978 -1.730 4.046
H 1.436 -3.526 3.927
H -0.469 -2.410 3.356
H -0.319 -3.604 2.290
H 1.816 -3.606 0.996
H 2.454 -4.677 2.236
S 4.119 4.021 -4.678
C 3.231 2.856 -3.990
S 3.925 1.640 -2.903
C 2.381 0.944 -2.670
N 1.426 1.477 -3.344
N 1.902 2.536 -4.100
C 0.931 3.174 -4.946
C -0.332 3.432 -4.428
C -1.295 4.019 -5.232
C -0.994 4.361 -6.544
C 0.273 4.109 -7.043
C 1.246 3.511 -6.251
S 2.114 -0.477 -1.608
H -0.548 3.206 -3.392
H -2.279 4.223 -4.831
H -1.742 4.827 -7.171
H 0.516 4.373 -8.064
H 2.225 3.305 -6.652
*
```

***

# 9
Formula: C4H4Cl2N2
Source: OMol25
Level of theory: wB97M-V/def2-TZVPD

## Properties
ΔE to the lowest compared entry with this formula, charge and spin ... 0.000 eV
E_HOMO ... -9.75 eV
E ... -1184.67815 a.u.
Maximum force ... 3.00 eV/A

Geometry as ORCA input:
```
! RIJCOSX wB97M-V def2-TZVPD def2/J DEFGRID3
* xyz 0 1
C 0.514 -1.124 0.801
C -0.625 -1.673 1.104
C 0.071 0.294 0.876
C -1.288 -0.282 1.264
N -2.298 -2.547 -1.615
N -2.507 -1.526 -1.915
Cl -1.235 -3.232 1.446
Cl -2.775 0.446 0.581
H 1.432 -1.587 0.529
H 0.441 1.110 1.621
H 0.087 0.980 0.016
H -1.333 -0.206 2.386
*
```